Run A
This record from the OMol25 dataset describes 2 unconnected molecules or ions with the total composition C4H12OS. The level of theory is ωB97M-V with the def2-TZVPD basis set.

Summary:
* frontier orbital gap: 0.3568 hartree
* molar mass: 108.2 u
* SMILES string: CCCCS.O
* highest occupied orbital energy: -9.08 eV

```
! RIJCOSX wB97M-V def2-TZVPD def2/J DEFGRID3
* xyz 0 1
C -1.05 0.39 -3.12
C 0.28 0.03 -2.45
C 0.44 0.61 -1.02
C 1.65 0.21 -0.20
S 1.82 1.12 1.33
H -1.88 -0.15 -2.64
H -1.29 1.45 -2.97
H -0.93 0.21 -4.18
H 1.09 0.52 -2.99
H 0.35 -1.06 -2.48
H -0.49 0.27 -0.54
H 0.47 1.70 -1.10
H 2.49 0.24 -0.91
H 1.62 -0.84 0.12
H 3.13 1.28 1.27
O -4.25 -2.96 3.59
H -4.73 -2.44 2.96
H -3.34 -2.63 3.46
*
```

---

Run B
This record from the OMol25 dataset describes 2 unconnected molecules or ions with the total composition C4H12OS. The level of theory is ωB97M-V with the def2-TZVPD basis set.

Summary:
* frontier orbital gap: 0.3575 hartree
* molar mass: 108.2 u
* SMILES string: CCCSC.O
* highest occupied orbital energy: -8.86 eV

```
! RIJCOSX wB97M-V def2-TZVPD def2/J DEFGRID3
* xyz 0 1
C -1.96 -0.43 1.25
C -0.71 -1.26 1.24
C 0.47 -0.62 0.47
S -0.13 -0.19 -1.19
C 1.42 -0.13 -2.17
H -1.78 0.59 1.62
H -2.77 -0.85 1.85
H -2.44 -0.19 0.30
H -0.36 -1.38 2.27
H -0.93 -2.26 0.86
H 0.75 0.29 1.01
H 1.31 -1.31 0.45
H 1.14 0.31 -3.11
H 1.78 -1.15 -2.26
H 2.16 0.42 -1.59
O 0.78 3.07 -0.50
H 0.76 2.80 0.43
H 0.51 2.26 -0.96
*
```

---

Stability verdict: run B, ahead by 0.324 eV

---

Run A
This record from the OMol25 dataset describes 2 unconnected molecules or ions with the total composition C5H12NP. The level of theory is ωB97M-V with the def2-TZVPD basis set.

Summary:
* frontier orbital gap: 0.2900 hartree
* molar mass: 117.1 u
* highest occupied orbital energy: -8.22 eV

```
! RIJCOSX wB97M-V def2-TZVPD def2/J DEFGRID3
* xyz 0 1
C -0.67 -1.70 -0.49
C -1.34 0.66 -1.02
C -0.51 -0.05 1.44
C 1.50 -0.03 -0.35
C -0.55 -0.27 -0.05
N 1.94 1.22 -0.01
P 2.17 1.85 1.38
H -1.75 -2.20 -0.58
H -0.02 -2.29 0.11
H -0.38 -1.71 -1.62
H -2.45 0.33 -1.11
H -1.25 1.68 -0.65
H -1.00 0.39 -2.06
H -0.79 0.98 1.82
H 0.56 -0.35 1.67
H -1.26 -0.71 1.95
H 1.61 0.01 -1.47
H 1.80 -0.95 0.09
H 2.40 3.14 0.95
*
```

---

Run B
This record from the OMol25 dataset describes 2 unconnected molecules or ions with the total composition C5H12NP. The level of theory is ωB97M-V with the def2-TZVPD basis set.

Summary:
* frontier orbital gap: 0.3022 hartree
* molar mass: 117.1 u
* SMILES string: C[PH]#CN.C=CC
* highest occupied orbital energy: -7.48 eV

```
! RIJCOSX wB97M-V def2-TZVPD def2/J DEFGRID3
* xyz 0 1
C -1.17 -0.31 -2.64
P -0.02 -1.69 -2.16
C 0.61 -0.98 -0.56
N 1.81 -1.37 -0.28
H -2.00 -0.65 -3.23
H -0.57 0.52 -2.92
H -1.49 0.04 -1.65
H -1.09 -2.44 -1.63
H 2.54 -0.78 0.27
H 2.37 -2.12 -0.85
C 1.25 1.12 1.78
C 0.05 1.61 1.48
C -1.22 0.85 1.84
H 1.19 0.21 2.37
H 2.08 1.54 1.34
H 0.04 2.58 0.97
H -0.69 -0.08 2.16
H -1.92 0.58 1.11
H -1.76 1.38 2.60
*
```

---

Stability verdict: run A, ahead by 0.579 eV

---

Run A
This record from the OMol25 dataset describes a single C5H8N4O molecule. The level of theory is ωB97M-V with the def2-TZVPD basis set.

Summary:
* frontier orbital gap: 0.2726 hartree
* molar mass: 140.1 u
* highest occupied orbital energy: -7.52 eV

```
! RIJCOSX wB97M-V def2-TZVPD def2/J DEFGRID3
* xyz 0 1
N -1.78 0.01 2.25
C -1.43 0.67 1.27
C -0.30 0.27 0.33
N -0.02 0.95 -0.75
C 1.06 0.68 -1.68
C 1.18 -0.79 -2.06
N 1.74 -1.65 -1.04
C 1.30 -1.65 0.15
N 0.30 -0.86 0.72
H 0.86 1.28 -2.58
H 2.01 1.03 -1.25
H 0.18 -1.17 -2.36
H 1.82 -0.85 -2.95
H 1.69 -2.37 0.86
H -0.12 -1.16 1.61
H -0.54 1.81 -0.85
O -1.77 1.99 0.89
H -0.98 2.54 0.91
*
```

---

Run B
This record from the OMol25 dataset describes a single C5H8N4O molecule. The level of theory is ωB97M-V with the def2-TZVPD basis set.

Summary:
* frontier orbital gap: 0.3520 hartree
* molar mass: 140.1 u
* SMILES string: CN1COCN/C1=N/C#N
* highest occupied orbital energy: -9.06 eV

```
! RIJCOSX wB97M-V def2-TZVPD def2/J DEFGRID3
* xyz 0 1
C 1.16 1.59 0.27
N 0.21 0.61 -0.20
C -1.20 0.97 -0.20
O -2.01 -0.03 -0.84
C -2.00 -1.17 -0.06
N -0.67 -1.51 0.22
C 0.46 -0.72 0.00
N 1.57 -1.37 0.15
C 2.68 -0.84 -0.32
N 3.74 -0.44 -0.62
H 0.89 2.58 -0.08
H 2.11 1.31 -0.13
H 1.14 1.53 1.40
H -1.43 1.13 0.88
H -1.38 1.88 -0.80
H -2.46 -0.94 0.82
H -2.46 -2.03 -0.58
H -0.34 -2.53 0.08
*
```

---

Stability verdict: run B, ahead by 0.997 eV